# 1
C49H51IN3NiP3 as an isolated structure. Source: OMol25; level of theory: ωB97M-V/def2-TZVPD.

E = -4892.0495 Eh
2S+1 = 3
<S²> = 2.02
Relative energy (zero: lowest compared OMol25 entry of this formula, charge and spin) = 0.914 eV
Net charge = 0

Last column: Mulliken spin population.
Cartesian coordinates (Å):
1 Ni -0.053 -0.451 0.552  1.38
2 N 1.789 1.771 -0.096  -0.03
3 P 2.061 0.087 -0.253  0.07
4 C 3.784 0.047 0.332  0.01
5 C 4.830 -0.588 -0.327  0.00
6 C 6.095 -0.592 0.232  0.00
7 C 6.320 0.015 1.456  0.00
8 C 5.273 0.617 2.136  0.00
9 C 4.010 0.628 1.578  0.00
10 C 2.110 -0.033 -2.072  -0.02
11 C 3.094 0.537 -2.870  0.00
12 C 2.920 0.578 -4.242  0.00
13 C 1.763 0.073 -4.816  0.00
14 C 0.771 -0.478 -4.023  0.01
15 C 0.949 -0.529 -2.655  0.00
16 P 0.111 2.076 -0.206  0.07
17 C 0.109 3.801 0.380  0.02
18 C 1.098 4.259 1.243  0.01
19 C 1.111 5.582 1.649  -0.01
20 C 0.132 6.455 1.202  0.01
21 C -0.883 5.991 0.380  -0.01
22 C -0.901 4.669 -0.022  0.00
23 C -0.220 2.428 -1.978  0.00
24 C -1.467 2.100 -2.496  0.01
25 C -1.772 2.393 -3.813  0.00
26 C -0.834 3.008 -4.621  0.00
27 C 0.416 3.322 -4.113  0.00
28 C 0.720 3.044 -2.794  0.00
29 H 2.440 2.404 -0.563  0.00
30 H 4.656 -1.079 -1.273  0.00
31 H 6.912 -1.072 -0.286  0.00
32 H 7.309 0.013 1.887  0.00
33 H 5.444 1.069 3.102  0.00
34 H 3.178 1.081 2.103  0.00
35 H 3.988 0.950 -2.420  0.00
36 H 3.682 1.019 -4.868  0.00
37 H 1.627 0.120 -5.887  0.00
38 H -0.140 -0.850 -4.466  0.00
39 H 0.179 -0.951 -2.010  0.03
40 H 1.864 3.579 1.588  0.01
41 H 1.894 5.938 2.303  0.00
42 H 0.159 7.494 1.498  0.00
43 H -1.656 6.665 0.037  0.00
44 H -1.687 4.304 -0.667  0.00
45 H -2.200 1.631 -1.858  -0.01
46 H -2.743 2.138 -4.207  0.00
47 H -1.079 3.253 -5.644  0.00
48 H 1.151 3.797 -4.746  0.00
49 H 1.691 3.320 -2.401  0.00
50 C 2.709 -3.153 -0.141  0.02
51 C 1.458 -4.029 -0.131  0.01
52 C 1.789 -5.313 0.628  0.00
53 C 1.114 -4.327 -1.590  0.02
54 P 0.063 -2.998 0.682  -0.01
55 C 0.569 -3.194 2.439  -0.02
56 C 0.061 -4.117 3.346  0.00
57 C 0.548 -4.175 4.641  0.00
58 C 1.553 -3.320 5.055  0.00
59 C 2.055 -2.381 4.170  0.01
60 C 1.557 -2.313 2.882  0.03
61 C -1.575 -3.964 0.481  0.03
62 C -2.138 -3.588 -0.896  0.02
63 C -1.542 -5.494 0.520  0.00
64 C -2.525 -3.455 1.587  0.00
65 H 3.543 -3.698 -0.582  0.00
66 H 3.004 -2.852 0.862  0.00
67 H 2.531 -2.265 -0.747  -0.01
68 H 2.636 -5.799 0.145  0.00
69 H 0.967 -6.017 0.637  0.00
70 H 2.063 -5.097 1.658  0.00
71 H 1.993 -4.723 -2.098  0.00
72 H 0.804 -3.422 -2.110  0.00
73 H 0.326 -5.066 -1.682  0.00
74 H -0.727 -4.792 3.063  0.00
75 H 0.142 -4.902 5.329  0.00
76 H 1.936 -3.381 6.063  0.00
77 H 2.831 -1.699 4.488  0.00
78 H 1.930 -1.546 2.213  -0.01
79 H -2.093 -2.521 -1.071  -0.01
80 H -3.179 -3.899 -0.973  0.00
81 H -1.590 -4.077 -1.696  0.00
82 H -0.964 -5.910 -0.300  0.00
83 H -2.566 -5.848 0.401  0.00
84 H -1.158 -5.894 1.453  0.00
85 H -3.425 -3.017 1.157  0.00
86 H -2.049 -2.706 2.222  0.00
87 H -2.847 -4.269 2.232  0.00
88 N -8.304 6.666 0.662  0.01
89 C -7.482 5.863 0.666  0.00
90 C -6.469 4.885 0.659  0.01
91 C -6.175 4.197 -0.524  -0.01
92 C -5.190 3.240 -0.535  0.02
93 C -4.471 2.936 0.635  -0.01
94 C -4.768 3.640 1.812  0.02
95 C -5.752 4.601 1.825  -0.01
96 C -3.525 1.903 0.600  0.10
97 C -2.866 0.885 0.443  -0.11
98 H -6.736 4.422 -1.420  0.00
99 H -4.972 2.694 -1.440  0.00
100 H -4.216 3.420 2.715  0.00
101 H -5.982 5.142 2.733  0.00
102 I -3.339 -1.080 -3.672  0.00
103 C -2.158 -0.288 0.233  0.29
104 H -2.536 -1.106 0.843  0.01
105 H -2.077 -0.531 -0.837  -0.01
106 N -0.900 0.731 3.185  -0.01
107 C -0.360 0.161 2.322  0.04
108 H -1.528 1.206 3.793  0.01

=====

# 2
C49H52LuN8P as an isolated structure. Source: OMol25; level of theory: ωB97M-V/def2-TZVPD.

E = -3912.9088 Eh
2S+1 = 1
Relative energy (zero: lowest compared OMol25 entry of this formula, charge and spin) = 0.000 eV
Net charge = +2

Last column: Löwdin charge in e.
Cartesian coordinates (Å):
1 Lu 11.351 11.939 17.900  1.70
2 C 9.160 9.819 16.375  -0.10
3 N 9.129 11.236 16.830  -0.23
4 C 8.927 12.189 15.677  -0.11
5 C 9.219 13.597 16.089  -0.29
6 C 8.449 14.630 15.613  0.01
7 C 8.745 15.948 16.016  0.00
8 C 9.811 16.217 16.860  -0.02
9 C 10.445 15.091 17.349  -0.13
10 N 10.242 13.834 16.939  0.00
11 C 8.047 11.451 17.825  -0.11
12 C 8.447 11.220 19.258  -0.26
13 C 7.493 10.920 20.219  0.02
14 C 7.933 10.782 21.557  0.01
15 C 9.294 10.904 21.824  -0.04
16 C 10.132 11.285 20.812  -0.12
17 N 9.741 11.483 19.543  -0.01
18 C 10.104 8.938 17.205  -0.24
19 C 9.861 7.559 17.330  0.01
20 C 10.801 6.788 17.990  -0.02
21 C 11.860 7.417 18.578  -0.04
22 C 12.006 8.763 18.475  -0.12
23 N 11.158 9.514 17.789  -0.01
24 H 9.612 9.815 15.358  0.14
25 H 8.165 9.366 16.322  0.13
26 H 7.854 12.110 15.340  0.15
27 H 9.486 11.778 14.824  0.13
28 H 7.587 14.383 14.987  0.13
29 H 8.124 16.768 15.623  0.14
30 H 10.052 17.217 17.189  0.11
31 H 11.164 15.149 18.152  0.07
32 H 7.253 10.743 17.585  0.13
33 H 7.695 12.512 17.730  0.13
34 H 6.444 10.733 19.992  0.13
35 H 7.229 10.758 22.381  0.13
36 H 9.641 10.783 22.822  0.12
37 H 11.149 11.548 21.118  0.09
38 H 8.974 7.126 16.875  0.13
39 H 10.536 5.739 18.072  0.13
40 H 12.613 6.825 19.101  0.13
41 H 12.780 9.325 19.021  0.12
42 N 16.336 14.063 8.077  0.19
43 C 15.839 13.947 9.115  -0.16
44 C 15.409 13.799 10.476  -0.19
45 C 14.680 14.882 11.038  0.00
46 C 14.197 14.847 12.308  -0.01
47 C 14.400 13.703 13.048  -0.18
48 C 15.053 12.590 12.522  0.01
49 C 15.616 12.660 11.251  0.01
50 N 13.853 13.558 14.379  0.01
51 C 14.007 14.448 15.415  -0.01
52 C 13.445 13.898 16.507  -0.13
53 N 12.907 12.646 16.188  -0.06
54 C 13.172 12.525 14.914  -0.14
55 H 14.539 15.772 10.509  0.11
56 H 13.741 15.752 12.652  0.12
57 H 15.272 11.766 13.207  0.13
58 H 16.200 11.861 10.832  0.13
59 H 14.559 15.338 15.236  0.13
60 H 13.400 14.215 17.527  0.09
61 H 12.897 11.694 14.304  0.14
62 N 17.174 11.985 22.807  0.18
63 C 16.399 12.023 21.964  -0.17
64 C 15.255 12.115 21.062  -0.23
65 C 14.172 12.857 21.551  -0.01
66 C 12.991 12.866 20.820  -0.18
67 C 12.900 12.263 19.564  -0.31
68 C 14.113 11.714 19.029  -0.17
69 C 15.270 11.541 19.822  -0.03
70 H 14.202 13.302 22.517  0.11
71 H 12.138 13.398 21.190  0.02
72 H 14.107 11.351 17.996  0.07
73 H 16.121 10.945 19.497  0.13
74 C 11.106 15.439 23.773  -0.09
75 C 9.913 15.741 22.840  -0.67
76 C 8.962 14.516 22.835  -0.10
77 C 9.126 17.043 23.151  -0.06
78 P 10.620 15.762 21.088  1.16
79 C 9.118 16.159 20.087  -0.37
80 C 8.678 17.374 19.603  -0.11
81 C 7.441 17.502 18.979  -0.07
82 C 6.670 16.378 18.742  -0.05
83 C 7.213 15.092 19.063  -0.08
84 C 8.395 14.992 19.749  -0.16
85 C 11.889 17.202 20.891  -0.68
86 C 13.233 16.621 21.289  -0.11
87 C 11.668 18.530 21.656  -0.07
88 C 11.958 17.544 19.417  -0.12
89 H 10.760 15.307 24.808  0.10
90 H 11.928 16.142 23.778  0.05
91 H 11.567 14.484 23.388  0.08
92 H 8.689 14.352 23.898  0.10
93 H 9.551 13.608 22.577  0.06
94 H 8.105 14.645 22.205  0.06
95 H 8.679 16.835 24.121  0.09
96 H 8.399 17.309 22.455  0.05
97 H 9.727 17.917 23.349  0.06
98 H 9.235 18.277 19.812  0.10
99 H 7.034 18.483 18.771  0.12
100 H 5.706 16.457 18.265  0.11
101 H 6.675 14.162 18.898  0.09
102 H 8.771 14.022 20.084  0.08
103 H 13.227 16.261 22.358  0.08
104 H 14.037 17.308 21.064  0.09
105 H 13.441 15.795 20.635  0.05
106 H 11.929 18.353 22.717  0.09
107 H 10.712 19.025 21.663  0.07
108 H 12.417 19.220 21.234  0.09
109 H 12.125 16.664 18.824  0.04
110 H 12.878 18.150 19.277  0.11
111 H 11.129 18.142 19.087  0.06

=====

# 3
C49H54ClGeN3O7P2PdTe as an isolated structure. Source: OMol25; level of theory: ωB97M-V/def2-TZVPD.

E = -6206.6182 Eh
2S+1 = 1
Relative energy (zero: lowest compared OMol25 entry of this formula, charge and spin) = 0.283 eV
Net charge = -2

Last column: Löwdin charge in e.
Cartesian coordinates (Å):
1 Pd 0.205 -0.423 -0.090  0.65
2 N -2.321 -2.004 4.198  0.13
3 C -2.317 -0.879 3.186  -0.49
4 C -3.488 0.055 3.447  -0.10
5 P -2.306 -1.735 1.566  0.34
6 O -3.908 -1.915 1.306  -0.16
7 O -1.682 -3.060 1.868  -0.32
8 O -1.809 -0.842 0.466  -0.41
9 P -0.718 0.019 3.670  0.27
10 O 0.414 -0.878 2.978  -0.20
11 O -0.668 -0.327 5.139  -0.35
12 O -0.806 1.404 3.168  -0.31
13 H -3.262 -2.270 4.476  0.15
14 H -1.738 -1.619 4.979  0.09
15 H -1.868 -2.795 3.701  0.11
16 H -4.446 -0.467 3.357  0.07
17 H -3.458 0.856 2.711  0.09
18 H -3.401 0.513 4.434  0.08
19 H -4.045 -2.238 0.408  0.06
20 H 0.490 -0.811 1.985  0.00
21 Cl 0.988 2.362 -5.411  0.64
22 C -0.121 1.941 -4.135  -0.65
23 C -0.836 2.924 -3.479  -0.10
24 C -1.691 2.528 -2.469  -0.06
25 C -1.788 1.179 -2.161  -0.16
26 N -1.101 0.238 -2.801  0.08
27 C -0.273 0.614 -3.769  -0.18
28 H -0.696 3.966 -3.735  0.10
29 H -2.238 3.257 -1.886  0.11
30 H -2.395 0.832 -1.333  0.09
31 H 0.320 -0.157 -4.252  0.10
32 C 1.706 -2.507 -2.600  -0.26
33 Ge 0.587 -2.595 -0.959  0.87
34 C -1.106 -3.431 -1.599  -0.31
35 C -1.641 -3.057 -2.833  -0.13
36 C -2.838 -3.587 -3.301  -0.11
37 C -3.530 -4.520 -2.540  -0.13
38 C -3.007 -4.917 -1.315  -0.11
39 C -1.811 -4.379 -0.854  -0.13
40 C 1.451 -3.971 0.191  -0.24
41 C 1.868 -3.599 1.443  -0.11
42 C 2.537 -4.491 2.310  -0.07
43 C 2.787 -5.774 1.922  -0.06
44 C 2.386 -6.218 0.638  -0.18
45 C 2.648 -7.542 0.203  -0.06
46 C 2.287 -7.959 -1.046  -0.12
47 C 1.642 -7.060 -1.924  -0.10
48 C 1.371 -5.781 -1.527  -0.04
49 C 1.725 -5.311 -0.233  -0.16
50 H 1.275 -3.104 -3.409  0.00
51 H 2.704 -2.894 -2.380  -0.01
52 H 1.817 -1.468 -2.914  -0.02
53 H -1.130 -2.315 -3.435  0.07
54 H -3.233 -3.262 -4.257  0.09
55 H -4.466 -4.936 -2.897  0.08
56 H -3.531 -5.652 -0.712  0.09
57 H -1.434 -4.676 0.117  0.09
58 H 1.687 -2.591 1.791  0.06
59 H 2.851 -4.139 3.286  0.10
60 H 3.300 -6.471 2.578  0.10
61 H 3.152 -8.218 0.887  0.10
62 H 2.496 -8.974 -1.365  0.09
63 H 1.360 -7.387 -2.918  0.09
64 H 0.870 -5.105 -2.207  0.08
65 C 10.172 -3.277 1.380  -0.07
66 C 8.829 -2.710 0.999  -0.29
67 C 8.295 -2.910 -0.264  -0.04
68 C 7.051 -2.391 -0.626  -0.32
69 C 6.551 -2.660 -2.023  -0.10
70 C 6.300 -1.644 0.296  -0.39
71 Te 4.335 -0.899 -0.304  1.48
72 N 1.988 0.161 -0.771  -0.21
73 C 1.632 1.397 -0.930  -0.68
74 O 0.506 1.862 -0.493  -0.14
75 C 2.531 2.366 -1.655  -0.16
76 C 3.343 1.950 -2.703  -0.07
77 C 4.135 2.864 -3.386  -0.11
78 C 4.133 4.201 -3.016  -0.12
79 C 3.327 4.623 -1.964  -0.10
80 C 2.521 3.712 -1.296  -0.03
81 C 4.788 1.050 0.420  -0.40
82 C 5.834 1.768 -0.175  -0.30
83 C 6.662 1.218 -1.305  -0.08
84 C 6.124 3.054 0.277  -0.03
85 C 5.412 3.645 1.307  -0.28
86 C 5.720 5.046 1.765  -0.06
87 C 4.392 2.913 1.895  -0.02
88 C 4.058 1.628 1.474  -0.30
89 C 2.914 0.963 2.186  -0.08
90 C 6.826 -1.461 1.588  -0.29
91 C 6.078 -0.710 2.657  -0.06
92 C 8.076 -1.985 1.912  -0.04
93 H 10.669 -3.720 0.516  0.06
94 H 10.074 -4.054 2.143  0.07
95 H 10.830 -2.506 1.787  0.07
96 H 8.858 -3.482 -0.997  0.10
97 H 7.320 -3.162 -2.614  0.06
98 H 6.261 -1.736 -2.526  0.05
99 H 5.663 -3.296 -2.019  0.07
100 H 3.345 0.898 -2.966  0.10
101 H 4.759 2.530 -4.208  0.10
102 H 4.757 4.914 -3.544  0.09
103 H 3.330 5.666 -1.665  0.09
104 H 1.867 4.017 -0.488  0.11
105 H 6.025 0.770 -2.070  0.04
106 H 7.349 0.440 -0.961  0.07
107 H 7.246 2.018 -1.765  0.07
108 H 6.917 3.612 -0.213  0.11
109 H 6.439 5.525 1.099  0.06
110 H 6.139 5.055 2.775  0.07
111 H 4.816 5.659 1.783  0.07
112 H 3.811 3.354 2.700  0.12
113 H 2.904 1.250 3.239  0.09
114 H 2.958 -0.122 2.116  0.02
115 H 1.960 1.273 1.757  0.07
116 H 5.011 -0.938 2.626  0.05
117 H 6.169 0.371 2.525  0.08
118 H 6.464 -0.968 3.646  0.07
119 H 8.464 -1.827 2.915  0.11

=====

# 4
C49H54N7O2P2Rb as an isolated structure. Source: OMol25; level of theory: ωB97M-V/def2-TZVPD.

E = -3140.1553 Eh
2S+1 = 1
Relative energy (zero: lowest compared OMol25 entry of this formula, charge and spin) = 2.675 eV
Net charge = -2

Last column: Löwdin charge in e.
Cartesian coordinates (Å):
1 Rb 0.397 -0.267 -1.028  0.77
2 C 2.055 2.787 -1.283  -0.09
3 C 1.297 2.817 -2.471  -0.19
4 C -0.041 3.167 -2.095  -0.17
5 C -0.042 3.306 -0.695  -0.07
6 C 1.242 3.086 -0.187  -0.27
7 C 1.706 3.383 1.219  -0.56
8 C 0.638 3.009 2.251  -0.06
9 C 1.987 4.892 1.328  -0.05
10 C 2.985 2.618 1.563  -0.05
11 C -1.326 3.392 -2.886  -0.52
12 C -1.162 4.377 -4.057  -0.06
13 C -1.913 2.067 -3.399  -0.04
14 C -2.412 4.021 -1.994  -0.07
15 C 2.022 2.697 -3.809  -0.53
16 C 1.272 1.900 -4.883  -0.05
17 C 2.346 4.106 -4.342  -0.05
18 C 3.368 1.961 -3.653  -0.07
19 H 3.122 2.640 -1.223  0.09
20 H -0.888 3.585 -0.088  0.09
21 H -0.278 3.564 2.072  0.07
22 H 0.985 3.230 3.262  0.08
23 H 0.416 1.945 2.185  0.04
24 H 1.086 5.454 1.094  0.08
25 H 2.756 5.181 0.614  0.08
26 H 2.320 5.161 2.333  0.07
27 H 2.815 1.550 1.451  0.06
28 H 3.288 2.815 2.592  0.08
29 H 3.801 2.905 0.907  0.08
30 H -0.521 3.993 -4.841  0.05
31 H -0.742 5.313 -3.693  0.09
32 H -2.135 4.593 -4.504  0.07
33 H -1.232 1.566 -4.077  0.05
34 H -2.853 2.242 -3.925  0.08
35 H -2.107 1.401 -2.556  0.07
36 H -2.059 4.952 -1.556  0.09
37 H -2.707 3.349 -1.196  0.05
38 H -3.300 4.239 -2.592  0.08
39 H 0.330 2.355 -5.158  0.05
40 H 1.083 0.890 -4.516  0.07
41 H 1.880 1.826 -5.788  0.08
42 H 1.442 4.689 -4.479  0.05
43 H 2.877 4.052 -5.295  0.07
44 H 2.973 4.630 -3.623  0.08
45 H 3.226 0.986 -3.183  0.09
46 H 4.073 2.534 -3.058  0.07
47 H 3.818 1.809 -4.637  0.08
48 C -0.966 -3.363 2.710  -0.14
49 N -1.032 -1.954 2.299  -0.51
50 P -1.847 -1.806 0.769  1.01
51 C -3.459 -2.512 1.353  -0.35
52 C -4.113 -3.470 0.592  -0.08
53 C -5.339 -3.969 1.004  -0.09
54 C -5.916 -3.511 2.177  -0.10
55 C -5.265 -2.555 2.942  -0.09
56 C -4.045 -2.058 2.531  -0.09
57 C -2.536 -0.108 0.877  -0.40
58 C -3.440 0.207 -0.135  -0.11
59 C -4.142 1.395 -0.105  -0.09
60 C -3.941 2.290 0.935  -0.10
61 C -3.029 1.996 1.932  -0.08
62 C -2.330 0.802 1.901  -0.12
63 P 0.423 -1.027 2.318  1.06
64 C 0.704 -1.244 4.121  -0.33
65 C 1.743 -1.973 4.683  -0.06
66 C 1.814 -2.143 6.056  -0.07
67 C 0.868 -1.563 6.884  -0.10
68 C -0.146 -0.793 6.335  -0.10
69 C -0.225 -0.637 4.965  -0.11
70 C 1.692 -2.129 1.434  -0.58
71 C 1.601 -3.787 0.304  -0.25
72 C 2.801 -3.904 -0.554  0.02
73 C 3.783 -2.982 -0.577  -0.06
74 C 3.842 -1.776 0.209  -0.08
75 C 2.948 -1.374 1.131  -0.08
76 H -1.876 -3.616 3.264  0.08
77 H -0.104 -3.534 3.352  0.07
78 H -0.885 -4.034 1.850  0.08
79 H -3.653 -3.826 -0.319  0.11
80 H -5.843 -4.723 0.414  0.10
81 H -6.874 -3.897 2.497  0.09
82 H -5.714 -2.199 3.862  0.10
83 H -3.531 -1.313 3.122  0.10
84 H -3.602 -0.507 -0.935  0.11
85 H -4.846 1.629 -0.891  0.11
86 H -4.488 3.221 0.962  0.10
87 H -2.869 2.691 2.743  0.10
88 H -1.615 0.574 2.677  0.04
89 H 2.496 -2.427 4.055  0.07
90 H 2.612 -2.738 6.479  0.11
91 H 0.919 -1.702 7.956  0.09
92 H -0.875 -0.313 6.976  0.10
93 H -1.018 -0.037 4.539  0.08
94 H 0.896 -4.607 0.134  0.15
95 H 2.906 -4.827 -1.104  0.11
96 H 4.641 -3.178 -1.208  0.10
97 H 4.752 -1.197 0.102  0.11
98 H 3.163 -0.523 1.765  0.10
99 N -0.370 -1.815 -4.943  0.15
100 C -0.496 -2.647 -3.836  -0.54
101 O -0.567 -2.125 -2.716  -0.16
102 C -0.580 -4.036 -4.139  -0.24
103 C -0.509 -4.479 -5.450  -0.29
104 N -0.448 -4.833 -6.552  0.09
105 C -0.662 -5.010 -3.152  -0.26
106 N -0.713 -5.859 -2.369  0.11
107 H -0.053 -0.880 -4.742  0.06
108 H -0.057 -2.228 -5.806  0.07
109 O 1.006 -2.496 0.224  -0.27
110 N 1.896 -3.536 1.762  0.03
111 C 3.050 -4.014 2.429  -0.35
112 C 4.200 -3.295 2.677  -0.33
113 N 5.166 -2.744 3.024  0.10
114 C 3.072 -5.327 2.849  -0.28
115 N 3.136 -6.415 3.255  0.07

=====

| no. | molar mass (g mol⁻¹) |
| --- | --- |
| 1 | 960.49 |
| 2 | 958.95 |
| 3 | 1201.02 |
| 4 | 920.43 |